The following is a quantum chemistry calculation of a molecular structure, C18H18N5O4Zn in a non-equilibrium geometry, from OMol25.

Structure (ORCA input):
```
! wB97M-V def2-TZVPD RIJCOSX def2/J DEFGRID3
* xyz -1 1
Zn 0.00 0.00 0.00
O -0.02 4.07 1.38
C -0.54 3.69 2.59
C -0.85 4.72 3.48
C -1.38 4.42 4.74
C -1.58 3.09 5.10
C -1.27 2.06 4.20
C -0.74 2.33 2.93
C -0.42 1.15 2.03
O 0.02 1.52 0.92
N -0.60 -0.06 2.48
N -0.21 -0.91 1.45
C 0.72 -1.72 1.82
C 1.41 -2.56 0.82
C 1.76 -3.87 1.17
C 2.40 -4.68 0.24
C 2.70 -4.16 -1.02
C 2.36 -2.84 -1.33
C 1.71 -1.97 -0.44
O 1.42 -0.75 -0.72
H 0.12 3.18 0.93
H -0.68 5.75 3.18
H -1.62 5.22 5.43
H -1.99 2.84 6.07
H -1.44 1.03 4.49
H 1.05 -1.80 2.86
H 1.50 -4.25 2.15
H 2.66 -5.70 0.49
H 3.19 -4.77 -1.76
H 2.61 -2.45 -2.32
C 0.84 3.91 -3.47
N 0.74 2.51 -3.11
C -0.23 1.69 -3.84
C -0.61 0.67 -2.76
O -1.36 -0.28 -2.94
N 0.01 1.01 -1.57
C 0.73 2.06 -1.83
N 1.47 2.72 -0.91
H 0.86 4.03 -4.56
H 1.76 4.36 -3.08
H -0.02 4.47 -3.08
H 0.24 1.19 -4.69
H -1.11 2.26 -4.14
H 1.53 2.20 -0.04
H 2.39 2.97 -1.25
H -1.47 0.40 0.25
*
```

Values from the calculation:
largest force on an atom: 8.5 eV/A
energy: -83013.8123 eV
HOMO-LUMO gap: 0.168 Eh

The following is a quantum chemistry calculation of a molecular structure, C10H22As4F24N2O2V in a non-equilibrium geometry, from OMol25.

Structure (ORCA input):
```
! wB97M-V def2-TZVPD RIJCOSX def2/J DEFGRID3
* xyz -1 3
V -0.08 7.15 1.15
As -0.56 8.41 4.78
F -1.32 9.81 3.99
F -2.04 7.50 4.65
F 0.15 6.97 5.42
F 1.01 9.17 4.80
F -0.99 9.11 6.31
F -0.16 7.84 3.06
As -3.63 8.94 0.92
F -2.22 7.86 1.37
F -4.64 7.57 1.33
F -5.02 9.87 0.39
F -2.50 10.26 0.48
F -3.55 8.32 -0.73
F -3.70 9.58 2.52
As 1.94 10.33 0.91
F 2.53 11.92 0.54
F 3.54 9.73 1.30
F 1.30 8.66 1.29
F 0.31 10.86 0.54
F 2.21 9.86 -0.74
F 1.76 10.74 2.61
As 2.42 5.90 -1.51
F 1.82 7.24 -2.46
F 3.50 7.06 -0.74
F 2.91 4.63 -0.39
F 1.32 4.88 -2.35
F 3.72 5.50 -2.63
F 1.15 6.31 -0.24
C -1.37 12.01 -3.77
C -1.00 11.24 -2.51
C -1.05 9.72 -2.69
C -0.71 8.97 -1.50
N -0.51 8.38 -0.55
H -1.33 13.06 -3.49
H -2.38 11.88 -4.16
H -0.66 11.92 -4.59
H -1.69 11.49 -1.71
H 0.03 11.52 -2.29
H -0.35 9.42 -3.48
H -2.01 9.26 -2.96
C -1.90 5.85 -1.69
O -1.61 5.81 -0.28
C -2.64 5.24 0.50
C -2.11 4.88 1.92
N -0.73 5.39 2.20
C 0.28 4.29 1.90
C 1.52 4.87 2.51
O 1.75 6.18 2.06
C 2.99 6.63 2.59
H -2.10 4.81 -1.96
H -0.96 6.22 -2.10
H -2.78 6.44 -1.93
H -3.17 4.44 -0.04
H -3.49 5.91 0.66
H -2.23 3.85 2.28
H -2.74 5.40 2.65
H -0.84 5.12 3.18
H 0.36 3.93 0.87
H 0.10 3.35 2.42
H 2.42 4.23 2.46
H 1.42 4.91 3.60
H 3.88 6.17 2.15
H 3.07 6.45 3.67
H 3.11 7.69 2.40
*
```

Values from the calculation:
largest force on an atom: 4.1 eV/A
energy: -352080.6495 eV
HOMO-LUMO gap (alpha / beta): 0.336 / 0.373 Eh

The following is a quantum chemistry calculation of C15H26N2O3 in the gas phase, from OMol25.

Structure (ORCA input):
```
! wB97M-V def2-TZVPD RIJCOSX def2/J DEFGRID3
* xyz 0 1
C 4.39 2.74 -0.44
C 3.26 1.71 -0.54
O 3.70 0.37 -0.56
C 4.27 -0.08 0.65
C 4.32 -1.61 0.64
C 2.95 -2.23 0.92
N 1.96 -1.83 -0.05
C 1.08 -0.84 0.21
O 0.93 -0.34 1.30
C 0.26 -0.43 -1.02
C -0.59 -1.59 -1.55
C -1.99 -1.33 -1.00
O -2.90 -2.13 -1.00
N -2.02 -0.07 -0.54
C -3.17 0.55 0.09
C -4.42 0.57 -0.79
C -5.58 0.80 0.20
C -5.02 0.46 1.60
C -3.66 -0.17 1.35
C -0.77 0.64 -0.66
H 5.14 2.55 -1.21
H 3.99 3.74 -0.58
H 4.88 2.69 0.54
H 2.55 1.86 0.29
H 2.73 1.85 -1.48
H 5.29 0.32 0.76
H 3.66 0.27 1.50
H 5.02 -1.95 1.40
H 4.68 -1.93 -0.34
H 3.03 -3.33 0.91
H 2.59 -1.91 1.90
H 2.15 -2.06 -1.01
H 0.97 -0.07 -1.77
H -0.65 -1.59 -2.64
H -0.24 -2.57 -1.23
H -2.87 1.58 0.34
H -4.52 -0.40 -1.27
H -4.38 1.34 -1.56
H -5.93 1.83 0.16
H -6.42 0.15 -0.05
H -5.68 -0.20 2.15
H -4.91 1.38 2.18
H -2.97 -0.05 2.19
H -3.76 -1.23 1.12
H -0.85 1.42 -1.43
H -0.51 1.11 0.30
*
```

Values from the calculation:
largest force on an atom: 0.7 eV/A
energy: -25100.6881 eV
HOMO-LUMO gap: 0.353 Eh

The following is a quantum chemistry calculation of a molecular structure, C5H8O, from OMol25.

Structure (ORCA input):
```
! wB97M-V def2-TZVPD RIJCOSX def2/J DEFGRID3
* xyz 0 1
C 1.35 -0.36 0.49
C 0.63 0.66 -0.35
C -0.78 0.49 -0.96
C -1.72 -0.10 0.07
O -1.31 0.76 1.02
C -0.49 1.51 0.10
H 0.67 -0.88 1.17
H 2.12 0.13 1.09
H 1.84 -1.10 -0.15
H 1.27 1.19 -1.06
H -0.96 0.57 -2.02
H -0.78 -3.02 0.23
H -1.26 -2.44 0.26
H -0.58 2.59 0.11
*
```

Values from the calculation:
largest force on an atom: 0.4 eV/A
energy: -7356.6289 eV
HOMO-LUMO gap: 0.344 Eh

The following is a quantum chemistry calculation of a gas-phase ion, C5H2NO2S (charge -1) in a non-equilibrium geometry, from OMol25.

Structure (ORCA input):
```
! wB97M-V def2-TZVPD RIJCOSX def2/J DEFGRID3
* xyz -1 1
C 0.71 -1.94 0.17
C 0.29 -3.03 0.21
C -1.48 0.91 0.22
C 1.56 0.81 0.08
C 0.66 -0.13 -0.39
N -0.79 -0.10 -0.22
O -1.24 2.10 0.12
O 2.27 1.13 0.97
S 1.58 0.83 -1.64
H -2.46 0.47 0.70
H -1.10 -1.05 -0.20
*
```

Values from the calculation:
largest force on an atom: 12.9 eV/A
energy: -21632.5169 eV
HOMO-LUMO gap: 0.277 Eh

The following is a quantum chemistry calculation of 2 unconnected molecules or ions with the total composition C7H13NO in a non-equilibrium geometry, from OMol25.

Structure (ORCA input):
```
! wB97M-V def2-TZVPD RIJCOSX def2/J DEFGRID3
* xyz 0 1
C 0.20 1.24 1.68
C 1.09 0.67 0.87
C 2.09 1.59 0.16
N 3.30 1.00 -0.09
O 1.98 2.80 0.10
H -0.67 0.71 2.03
H 0.21 2.31 1.85
H 1.44 -0.35 0.96
H 3.42 0.01 -0.15
H 4.10 1.59 -0.25
C -1.63 0.50 -1.04
C -1.30 -0.68 -0.47
C -2.36 -1.42 0.31
C -0.30 -1.60 -1.11
H -2.52 1.04 -0.75
H -1.01 0.98 -1.79
H -2.85 -2.17 -0.31
H -1.92 -1.94 1.16
H -3.13 -0.75 0.68
H 0.22 -2.18 -0.34
H -0.78 -2.32 -1.77
H 0.42 -1.03 -1.70
*
```

Values from the calculation:
largest force on an atom: 3.5 eV/A
energy: -11005.7865 eV
HOMO-LUMO gap: 0.353 Eh

The following is a quantum chemistry calculation of a molecular structure, C20H45FN4O2V in a non-equilibrium geometry, from OMol25.

Structure (ORCA input):
```
! wB97M-V def2-TZVPD RIJCOSX def2/J DEFGRID3
* xyz 5 3
O 3.72 0.07 3.31
V 2.56 -0.97 2.98
F 2.22 0.04 1.00
C 2.16 -0.22 -2.87
C 3.19 -1.07 -2.18
N 2.65 -2.41 -2.13
C 2.54 -3.26 -3.16
C 2.03 -4.55 -2.64
N 1.71 -4.33 -1.31
C 2.07 -3.01 -1.05
C 1.07 -5.31 -0.38
H 1.22 -0.29 -2.33
H 1.82 -0.57 -3.84
H 2.51 0.81 -2.98
H 3.50 -0.76 -1.18
H 3.99 -1.09 -2.92
H 2.91 -3.12 -4.17
H 1.84 -5.51 -3.09
H 2.05 -2.52 -0.09
H -0.02 -5.32 -0.47
H 1.30 -5.07 0.65
H 1.48 -6.29 -0.62
C -4.17 -2.87 3.94
C -4.52 -2.61 2.49
C -3.24 -1.94 1.88
C -3.47 -1.31 0.44
N -2.20 -0.72 -0.22
C -2.62 -0.01 -1.52
C -1.59 -0.24 -2.54
C -1.28 -1.71 -2.26
C -1.18 -1.81 -0.73
C -1.46 0.32 0.79
H -5.01 -3.33 4.48
H -3.95 -1.95 4.48
H -3.34 -3.57 4.03
H -5.37 -1.93 2.39
H -4.86 -3.52 1.99
H -2.49 -2.73 1.90
H -2.70 -1.21 2.48
H -4.15 -0.46 0.54
H -3.84 -2.12 -0.18
H -2.79 1.04 -1.27
H -3.53 -0.51 -1.85
H -0.74 0.37 -2.25
H -1.92 -0.02 -3.55
H -0.33 -1.97 -2.74
H -2.09 -2.32 -2.66
H -0.23 -1.50 -0.30
H -1.40 -2.84 -0.48
H -1.15 -0.24 1.67
H -2.07 1.20 0.97
H -0.53 0.59 0.30
C 1.56 6.56 1.13
N 1.42 5.02 1.10
C 2.79 4.50 1.53
C 0.39 4.61 2.18
C 1.11 4.56 -0.33
C 1.03 2.99 -0.61
O 2.31 2.37 -0.52
H 1.93 6.94 2.09
H 0.50 6.80 1.19
H 2.09 6.80 0.21
H 3.58 4.74 0.83
H 2.57 3.43 1.58
H 2.99 4.87 2.54
H -0.62 4.99 2.04
H 0.74 4.94 3.16
H 0.34 3.53 2.30
H 1.79 5.02 -1.04
H 0.14 5.03 -0.51
H 0.61 2.93 -1.61
H 0.33 2.49 0.07
H 2.11 1.54 -0.10
*
```

Values from the calculation:
largest force on an atom: 7.1 eV/A
energy: -59865.7029 eV
HOMO-LUMO gap (alpha / beta): 0.102 / 0.109 Eh

The following is a quantum chemistry calculation of a molecular structure, C34H24IrN8O5S in a non-equilibrium geometry, from OMol25.

Structure (ORCA input):
```
! wB97M-V def2-TZVPD RIJCOSX def2/J DEFGRID3
* xyz 2 6
Ir -0.95 -0.73 0.03
C -0.43 0.12 -4.39
C -0.95 0.09 -3.10
N -0.17 -0.22 -2.07
C 1.12 -0.49 -2.28
C 1.61 -0.49 -3.59
N 0.84 -0.19 -4.62
C 1.91 -0.75 -1.07
C 3.26 -0.90 -1.08
C 4.00 -1.09 0.13
C 3.21 -1.00 1.33
C 1.87 -0.81 1.28
N 1.19 -0.77 0.09
C 1.04 -0.61 2.47
C 1.52 -0.41 3.76
N 0.71 -0.19 4.78
C -0.60 -0.17 4.55
C -1.10 -0.37 3.28
N -0.27 -0.59 2.26
C 5.37 -1.34 0.15
C 6.17 -1.39 -1.06
C 7.51 -1.63 -0.98
N 8.16 -1.83 0.18
C 7.44 -1.80 1.33
C 6.10 -1.57 1.38
H -1.05 0.38 -5.23
H -1.99 0.32 -2.89
H 2.64 -0.74 -3.81
H 3.78 -0.84 -2.03
H 3.69 -1.04 2.30
H 2.58 -0.40 3.97
H -1.26 0.01 5.39
H -2.16 -0.35 3.07
H 5.73 -1.24 -2.04
H 8.12 -1.67 -1.88
H 8.00 -1.98 2.24
H 5.60 -1.57 2.33
O 0.71 1.92 0.82
C -0.45 2.19 0.57
O -1.36 1.28 0.24
C -0.95 3.59 0.43
C -2.22 3.86 -0.06
C -2.66 5.17 -0.15
C -1.80 6.18 0.24
C -0.53 5.94 0.73
C -0.10 4.62 0.82
N -2.26 7.59 0.15
O -1.50 8.45 0.52
O -3.40 7.76 -0.23
H -2.87 3.06 -0.37
H -3.64 5.43 -0.52
H 0.10 6.76 1.02
H 0.89 4.38 1.19
C -1.36 -3.62 1.37
C -0.82 -2.80 0.25
O -0.24 -3.18 -0.72
H -1.37 -4.67 1.10
H -2.35 -3.27 1.65
H -0.70 -3.47 2.23
S -5.42 -0.18 0.36
C -3.76 0.10 0.45
N -3.00 -0.77 -0.18
C -3.77 -1.73 -0.85
C -3.32 -2.73 -1.71
C -4.26 -3.57 -2.28
C -5.62 -3.43 -2.01
C -6.09 -2.43 -1.19
C -5.14 -1.57 -0.62
H -3.34 0.96 0.97
H -2.27 -2.83 -1.97
H -3.93 -4.35 -2.96
H -6.33 -4.11 -2.48
H -7.14 -2.29 -1.01
*
```

Values from the calculation:
largest force on an atom: 5.1 eV/A
energy: -71457.6973 eV
HOMO-LUMO gap (alpha / beta): 0.175 / 0.154 Eh

The following is a quantum chemistry calculation of a molecular structure, C4H7NS in a non-equilibrium geometry, from OMol25.

Structure (ORCA input):
```
! wB97M-V def2-TZVPD RIJCOSX def2/J DEFGRID3
* xyz 0 1
C -0.23 1.83 0.31
C 0.48 -0.77 0.24
C -0.74 -1.51 -0.25
C 0.42 1.01 -0.70
N 1.44 -1.17 0.89
S -1.88 1.97 0.33
H 0.37 2.23 1.08
H -0.33 -2.23 -0.86
H -1.30 -1.96 0.69
H -1.31 -0.75 -0.80
H 1.41 1.08 -0.82
H -0.29 0.67 -1.45
H 1.96 -0.41 1.36
*
```

Values from the calculation:
largest force on an atom: 5.4 eV/A
energy: -16583.6877 eV
HOMO-LUMO gap: 0.299 Eh